Molecular formula: C2H12N2O2
Method: DFT, the ωB97M-V functional and the def2-TZVPD basis

Values from the calculation:
* ΔE to the lowest compared entry with this formula, charge and spin: 1.1907 eV
* LUMO level: 0.0259 Ha
* spin multiplicity: 1
* highest occupied orbital energy: -9.75 eV
* SMILES: CNCN.O.O

Cartesian coordinates (Å):
C: 1.504 0.403 -1.446
N: 0.474 1.092 -0.591
C: -0.772 0.250 -0.678
N: -0.803 -0.843 0.264
H: 1.875 -0.453 -0.921
H: 2.211 1.234 -1.626
H: 1.084 0.140 -2.441
H: 0.094 1.972 -0.961
H: -1.501 0.998 -0.386
H: -1.056 -0.037 -1.708
H: -0.717 -0.557 1.237
H: -0.012 -1.471 0.148
H: -2.675 -1.699 -0.637
H: -3.723 -2.770 -1.040
O: -3.484 -2.139 -0.347
H: 2.500 1.095 1.949
H: 2.775 1.155 3.412
O: 3.106 1.510 2.578

Molecular formula: C2H12N2O3
Method: DFT, the ωB97M-V functional and the def2-TZVPD basis

Values from the calculation:
* ⟨S²⟩: 0.756
* ΔE to the lowest compared entry with this formula, charge and spin: 1.5868 eV
* LUMO level (spin up / spin down): 0.1335 / 0.1257 Ha
* net charge: -1
* spin multiplicity: 2
* highest occupied orbital energy (spin up / spin down): 0.70 / -2.65 eV

Cartesian coordinates (Å):
C: -0.616 0.126 -1.651
N: -1.578 1.290 0.901
C: -2.168 0.161 0.243
N: -1.411 -0.567 -0.540
H: -0.893 -0.357 -2.623
H: 0.460 -0.131 -1.427
H: -0.725 1.194 -1.731
H: -0.624 1.401 0.976
H: -2.153 1.837 1.478
H: -3.247 0.067 0.279
H: 3.819 -0.187 -0.564
H: 2.491 -0.088 -1.287
O: 3.062 0.373 -0.637
H: -0.187 -1.828 0.033
H: -0.189 -2.669 1.292
O: 0.320 -1.972 0.876
H: 1.741 0.722 1.007
H: 0.736 -0.126 1.651
O: 1.160 0.751 1.724

Molecular formula: C2H12N2O3
Method: DFT, the ωB97M-V functional and the def2-TZVPD basis

Values from the calculation:
* ΔE to the lowest compared entry with this formula, charge and spin: 1.0608 eV
* LUMO level: 0.0145 Ha
* spin multiplicity: 1
* highest occupied orbital energy: -9.18 eV
* SMILES: C/N=C\N.O.O.O

Cartesian coordinates (Å):
C: 2.759 0.077 2.188
N: 1.000 -2.072 2.148
C: 0.674 -0.818 1.720
N: 1.433 0.189 1.661
H: 3.376 0.964 2.047
H: 3.444 -0.651 1.714
H: 2.718 -0.223 3.235
H: 1.962 -2.277 2.350
H: 0.343 -2.803 2.342
H: -0.354 -0.709 1.391
H: -1.903 -1.079 -2.750
H: -1.971 -0.416 -1.348
O: -2.388 -1.057 -1.926
H: -3.397 1.138 -2.259
H: -3.001 2.267 -1.326
O: -3.484 1.432 -1.345
H: 0.180 2.502 -3.438
H: -0.810 1.592 -2.768
O: -0.580 1.943 -3.633

Molecular formula: C2H12N2O3
Method: DFT, the ωB97M-V functional and the def2-TZVPD basis

Values from the calculation:
* ΔE to the lowest compared entry with this formula, charge and spin: 1.5179 eV
* LUMO level: 0.0239 Ha
* spin multiplicity: 1
* highest occupied orbital energy: -7.05 eV
* SMILES: N/C=C/N.O.O.O

Cartesian coordinates (Å):
C: 0.644 1.475 0.546
C: 0.512 2.069 1.736
N: 0.821 3.425 1.945
N: 0.561 0.061 0.432
H: 1.014 2.103 -0.258
H: 0.123 1.600 2.621
H: 0.181 3.937 2.540
H: 1.174 3.891 1.132
H: 1.058 -0.275 -0.380
H: -0.359 -0.364 0.395
H: 1.878 -4.636 -1.086
H: 3.144 -4.744 -0.266
O: 2.752 -4.224 -0.988
H: -2.523 -1.865 1.544
H: -1.219 -1.912 2.431
O: -1.580 -1.675 1.567
H: -2.811 0.711 -5.367
H: -2.916 0.280 -3.858
O: -2.453 0.141 -4.686

Molecular formula: C2H12N2O3
Method: DFT, the ωB97M-V functional and the def2-TZVPD basis

Values from the calculation:
* ΔE to the lowest compared entry with this formula, charge and spin: 2.5275 eV
* LUMO level: 0.0306 Ha
* spin multiplicity: 1
* highest occupied orbital energy: -6.81 eV
* SMILES: N/C=C/N.O.O.O

Cartesian coordinates (Å):
C: 0.346 1.613 0.320
C: 0.441 1.799 1.664
N: -0.069 2.979 2.314
N: 0.792 0.427 -0.423
H: 0.129 2.525 -0.278
H: 1.153 1.260 2.278
H: -0.239 2.774 3.319
H: -0.691 3.510 1.819
H: 1.229 -0.280 0.112
H: 1.210 0.320 -1.309
H: 2.823 -4.294 -0.498
H: 3.542 -3.027 0.071
O: 3.047 -3.296 -0.754
H: -1.818 -1.100 0.651
H: -1.631 -1.731 2.089
O: -1.254 -1.615 1.162
H: -2.646 -0.032 -4.488
H: -3.376 -1.283 -4.292
O: -2.989 -0.550 -3.755

Molecular formula: C2H12N2O4
Method: DFT, the ωB97M-V functional and the def2-TZVPD basis

Values from the calculation:
* ⟨S²⟩: 0.756
* ΔE to the lowest compared entry with this formula, charge and spin: 1.1476 eV
* LUMO level (spin up / spin down): 0.1394 / 0.0539 Ha
* net charge: -1
* spin multiplicity: 2
* highest occupied orbital energy (spin up / spin down): -4.49 / -4.47 eV

Cartesian coordinates (Å):
N: -0.433 0.557 2.211
C: 0.434 -0.518 1.745
C: 0.330 -0.653 0.217
N: -0.990 -1.058 -0.174
O: 1.320 -1.447 -0.233
H: -0.336 0.684 3.208
H: -0.226 1.452 1.695
H: 1.499 -0.357 1.981
H: 0.122 -1.457 2.199
H: -1.609 -0.266 -0.297
H: -0.944 -1.596 -1.038
H: 0.993 -1.890 -1.552
H: 1.222 -2.524 -3.052
O: 0.552 -2.138 -2.492
H: 0.515 0.373 -0.209
H: 0.422 3.552 0.703
O: 0.181 2.632 0.607
H: -1.367 2.463 -2.044
H: -0.729 2.288 -0.546
O: -1.342 1.883 -1.283